43
Properties=species:S:1:pos:R:3:forces:R:3 method="wB97M-V/def2-TZVPD" homo_energy_ev="-14.1 / -14.1" max_force_ev_per_a=4.015 total_charge=+2 gap_ev="6.14 / 4.62"
Sc 0.303534 0.257135 1.248723 0.8 0.6 2.8
P 2.601488 0.243228 0.071926 -0.2 0.9 0.0
C 1.821164 -0.258494 -1.499181 1.3 -3.6 1.2
C 0.699237 -1.205166 -1.436403 -0.1 0.8 0.2
N -0.190510 -1.070632 -0.390740 -0.9 -0.4 -0.9
C -1.399983 -1.686067 -0.452050 0.1 -0.1 0.8
C -1.704785 -2.601626 -1.459727 0.4 0.0 -0.2
C -0.756250 -2.801687 -2.462177 -1.0 -0.8 0.0
C 0.428206 -2.105730 -2.461396 0.8 0.6 -0.5
C -2.435887 -1.421996 0.653889 0.3 -0.4 -0.3
P -2.269672 0.245187 1.426235 -1.7 -0.2 0.2
H 1.162490 -2.192547 -3.268531 -0.4 -0.1 0.2
H -2.643371 -3.161012 -1.402586 0.3 0.3 -0.3
H -0.977528 -3.502594 -3.262398 0.1 0.1 0.1
H -3.455977 -1.500644 0.232751 0.5 -0.1 0.1
H -2.354060 -2.187738 1.455627 0.0 0.3 -0.5
H 1.317341 0.808822 -2.366897 -1.4 2.0 -0.9
H 2.579311 -0.532134 -2.243466 -0.3 0.2 -0.4
H 0.255561 2.485598 -1.762786 -0.6 0.6 1.3
O 0.677069 1.585568 -2.717583 0.9 -1.0 -0.4
H 0.971978 1.846297 -3.599208 0.1 0.1 -0.1
H 0.165451 1.826033 0.065843 -0.5 1.0 -0.8
O -0.174515 2.952566 -0.882273 -0.5 -0.5 -1.0
H -1.133361 3.093044 -1.140231 1.2 -0.3 0.7
C -3.311694 1.258841 0.333081 0.1 0.3 -0.1
H -4.337368 0.866134 0.315435 0.3 0.1 0.0
H -3.314149 2.291226 0.706901 -0.1 -0.2 -0.1
H -2.902396 1.266515 -0.683695 -0.1 0.0 0.1
C -3.306720 0.067478 2.935619 0.4 0.1 0.2
H -3.308894 1.039682 3.461209 -0.1 -0.5 -0.2
H -4.343293 -0.239909 2.689063 0.6 0.2 0.1
H -2.835632 -0.681191 3.598564 -0.3 0.4 -0.2
C 3.888875 -0.917031 0.601200 0.1 -0.5 -0.3
H 4.723152 -0.910517 -0.107693 -0.1 -0.1 0.1
H 4.246772 -0.627881 1.600523 -0.2 0.1 -0.3
H 3.486724 -1.932275 0.689410 0.1 0.1 -0.1
C 3.477571 1.739153 -0.421008 0.1 0.2 0.1
H 3.940257 2.176526 0.471819 0.0 0.0 -0.3
H 4.245229 1.471688 -1.155261 0.0 0.2 0.1
H 2.771515 2.463102 -0.843912 0.2 -0.1 0.1
S 1.497528 0.606735 5.885482 -0.2 0.1 -0.6
C 1.096952 0.530732 4.370250 0.2 -0.3 0.6
N 0.798641 0.415582 3.205651 -0.3 0.0 -1.0